A cluster of 8 separate species, C20H61N5O8 in total in a non-equilibrium geometry. Source: the Open Molecules 2025 dataset; level of theory: ωB97M-V/def2-TZVPD.

total energy	-45555.436	eV
SMILES	COC[C@H](C)N.COC[C@H](C)N.COC[C@H](C)N.COC[C@H](C)N.COC[C@H](C)N.O.O.O
total charge	0
orbital gap	8.984	eV

The geometry in XYZ format:
```
94
Properties=species:S:1:pos:R:3:lowdin_charge:R:1
C 0.935 -0.208 -2.439 -0.11
O 2.081 -1.013 -2.341 -0.18
C 3.143 -0.646 -3.193 -0.21
C 4.184 0.247 -2.482 -0.44
C 5.320 0.602 -3.462 -0.07
N 4.883 -0.407 -1.445 0.04
H 0.170 -0.532 -1.736 0.06
H 0.495 -0.260 -3.439 0.09
H 1.110 0.857 -2.269 0.07
H 3.568 -1.598 -3.520 0.13
H 2.746 -0.235 -4.125 0.12
H 3.633 1.144 -2.193 0.13
H 4.932 0.877 -4.445 0.07
H 6.047 -0.209 -3.507 0.07
H 5.875 1.461 -3.084 0.07
H 5.183 -1.351 -1.647 0.08
H 4.243 -0.527 -0.668 0.03
C 1.592 3.478 -3.980 -0.07
O 0.800 3.756 -2.813 -0.25
C -0.095 4.854 -3.036 -0.17
C -1.378 4.641 -2.160 -0.40
C -1.892 3.133 -2.231 -0.03
N -2.473 5.541 -2.364 0.02
H 2.127 4.362 -4.336 0.09
H 1.012 3.169 -4.851 0.09
H 2.379 2.777 -3.707 0.08
H 0.429 5.775 -2.767 0.12
H -0.304 5.088 -4.083 0.12
H -1.101 4.795 -1.116 0.13
H -1.239 2.548 -1.585 0.05
H -1.750 2.794 -3.258 0.07
H -2.930 2.981 -1.942 0.07
H -2.243 6.527 -2.328 0.07
H -2.881 5.506 -3.292 0.07
C -4.736 -1.764 4.507 -0.10
O -4.153 -0.562 4.054 -0.19
C -3.086 -0.132 4.873 -0.24
C -2.575 1.243 4.474 -0.39
C -1.974 1.283 3.048 -0.04
N -1.501 1.714 5.443 0.04
H -5.521 -1.961 3.778 0.09
H -5.074 -1.531 5.518 0.09
H -4.050 -2.612 4.461 0.09
H -3.494 -0.020 5.882 0.13
H -2.260 -0.841 4.978 0.11
H -3.468 1.861 4.583 0.13
H -1.310 0.420 2.995 0.07
H -1.431 2.207 2.860 0.09
H -2.785 1.160 2.333 0.05
H -0.711 2.207 5.049 0.06
H -1.114 0.789 5.603 0.04
C 0.624 -1.904 3.875 -0.07
O 0.644 -1.758 2.445 -0.26
C 1.882 -2.234 1.871 -0.17
C 3.074 -1.348 2.224 -0.46
C 2.783 0.105 1.838 -0.03
N 4.300 -1.699 1.592 0.04
H -0.351 -1.930 4.358 0.07
H 1.083 -1.003 4.291 0.08
H 1.293 -2.707 4.187 0.09
H 1.980 -3.306 2.051 0.13
H 1.784 -2.082 0.793 0.13
H 3.230 -1.500 3.297 0.13
H 1.781 0.417 2.125 0.06
H 2.889 0.225 0.761 0.07
H 3.545 0.683 2.361 0.09
H 5.091 -1.442 2.168 0.09
H 4.414 -2.707 1.572 0.08
C -2.883 -3.271 -3.665 -0.12
O -1.888 -3.224 -2.641 -0.18
C -2.443 -3.108 -1.371 -0.21
C -1.263 -3.291 -0.393 -0.40
C -0.830 -4.767 -0.182 -0.04
N -1.671 -2.681 0.876 0.05
H -2.424 -3.252 -4.653 0.08
H -3.642 -2.494 -3.534 0.08
H -3.582 -4.098 -3.828 0.08
H -2.888 -2.111 -1.366 0.10
H -3.191 -3.894 -1.243 0.13
H -0.447 -2.638 -0.712 0.12
H -0.396 -5.257 -1.053 0.07
H -1.730 -5.308 0.117 0.07
H -0.159 -4.954 0.658 0.06
H -1.950 -1.736 0.628 0.02
H -0.809 -2.519 1.389 0.03
O 1.297 3.043 -0.269 -0.07
H 1.040 2.132 -0.438 -0.02
H 1.138 3.497 -1.105 -0.01
O 0.027 0.511 0.492 -0.05
H 0.058 -0.084 1.248 0.00
H -0.853 0.392 0.127 0.01
O -2.929 -0.070 0.272 -0.05
H -3.310 -0.104 -0.610 0.05
H -3.678 0.086 0.853 0.06
```

=====

A cluster of 10 separate species, C20H62N2O10 in total in a non-equilibrium geometry. Source: the Open Molecules 2025 dataset; level of theory: ωB97M-V/def2-TZVPD.

total energy	-45199.225	eV
SMILES	COC[C@H](C)N.COC[C@H](C)N.CCO.CCO.CCO.CCO.CCO.CCO.O.O
total charge	0
orbital gap	9.133	eV

The geometry in XYZ format:
```
94
Properties=species:S:1:pos:R:3:lowdin_charge:R:1
C -29.963 1.175 20.628 -0.12
O -30.239 -0.195 20.569 -0.18
C -29.351 -0.898 19.715 -0.22
C -29.286 -2.343 20.153 -0.41
C -28.726 -2.512 21.549 -0.05
N -28.492 -3.087 19.138 0.04
H -28.987 1.367 21.081 0.06
H -30.741 1.642 21.235 0.09
H -30.036 1.643 19.635 0.09
H -29.717 -0.852 18.682 0.13
H -28.346 -0.448 19.746 0.11
H -30.295 -2.760 20.075 0.14
H -29.144 -1.745 22.216 0.08
H -27.642 -2.379 21.599 0.07
H -28.985 -3.460 22.024 0.07
H -27.514 -2.890 19.347 0.01
H -28.519 -4.082 19.354 0.07
C -25.831 -0.997 17.866 -0.09
O -25.761 -1.318 19.236 -0.21
C -24.478 -1.635 19.683 -0.22
C -23.990 -3.038 19.327 -0.42
C -25.042 -4.101 19.630 -0.04
N -22.744 -3.280 20.067 0.05
H -26.871 -0.783 17.639 0.08
H -25.562 -1.862 17.239 0.09
H -25.148 -0.181 17.615 0.09
H -23.718 -0.907 19.354 0.13
H -24.451 -1.523 20.776 0.11
H -23.734 -3.034 18.263 0.13
H -25.219 -4.102 20.709 0.07
H -24.686 -5.087 19.316 0.08
H -25.966 -3.945 19.081 0.06
H -22.952 -3.240 21.063 0.03
H -22.485 -4.251 19.915 0.07
C -27.679 -2.167 28.032 -0.08
C -26.852 -1.899 26.813 -0.34
O -27.097 -0.578 26.351 -0.09
H -28.740 -2.059 27.808 0.08
H -27.382 -1.610 28.919 0.07
H -27.560 -3.228 28.284 0.05
H -27.139 -2.632 26.046 0.08
H -25.777 -2.039 26.989 0.11
H -26.659 -0.500 25.491 0.04
C -22.979 -5.032 25.410 -0.06
C -22.128 -5.182 24.175 -0.25
O -22.971 -4.887 23.003 -0.12
H -23.388 -4.028 25.496 0.07
H -22.377 -5.234 26.298 0.09
H -23.801 -5.748 25.385 0.06
H -21.685 -6.167 24.029 0.11
H -21.304 -4.462 24.146 0.10
H -22.622 -5.377 22.255 0.08
C -25.433 -7.801 23.481 -0.08
C -26.147 -7.025 22.398 -0.30
O -27.431 -6.551 22.821 -0.09
H -24.431 -8.101 23.157 0.08
H -25.932 -8.748 23.715 0.08
H -25.334 -7.234 24.409 0.06
H -26.210 -7.630 21.487 0.12
H -25.561 -6.140 22.139 0.09
H -27.928 -7.327 23.103 0.10
C -22.444 -1.384 24.556 -0.07
C -23.293 -1.283 23.312 -0.28
O -24.218 -2.366 23.186 -0.13
H -21.816 -2.279 24.546 0.06
H -23.061 -1.435 25.455 0.08
H -21.792 -0.512 24.618 0.08
H -22.649 -1.262 22.427 0.11
H -23.915 -0.392 23.379 0.10
H -23.752 -3.211 23.090 0.03
C -28.112 -6.022 28.214 -0.09
C -27.277 -6.246 26.977 -0.33
O -26.302 -5.220 26.799 -0.09
H -28.810 -5.200 28.059 0.07
H -27.471 -5.828 29.074 0.08
H -28.714 -6.907 28.438 0.07
H -27.913 -6.369 26.090 0.10
H -26.751 -7.212 27.010 0.10
H -26.501 -4.736 25.988 0.03
C -27.651 1.546 23.304 -0.08
C -26.662 0.603 22.679 -0.28
O -26.604 -0.540 23.557 -0.11
H -27.246 1.852 24.271 0.08
H -28.582 1.019 23.504 0.09
H -27.831 2.423 22.685 0.07
H -25.663 1.042 22.597 0.11
H -26.959 0.226 21.694 0.10
H -26.018 -1.225 23.214 0.05
O -26.607 -4.067 23.861 -0.04
H -26.748 -5.006 23.672 0.00
H -25.761 -3.853 23.458 0.02
O -29.370 -4.221 25.239 -0.05
H -29.554 -3.296 25.052 0.04
H -28.624 -4.450 24.678 -0.01
```